[1]
23
Properties=species:S:1:pos:R:3:forces:R:3:lowdin_charge:R:1 method="wB97M-V/def2-TZVPD" e_above_lowest_kcal_mol=75.04 gap_ev="8.188 / 8.187" e_homo_ev="-8.35 / -8.35"
C -0.86073 1.19559 -2.10142 0.4 -0.3 -1.4 -0.433
C 1.49022 0.11159 -1.40029 -2.9 0.7 2.7 -0.453
C -0.77644 0.67411 0.31338 -0.4 2.3 0.0 -0.641
C 2.74140 -0.08628 -0.70075 -0.2 -1.7 0.3 -0.172
C -0.14994 2.01591 0.92861 0.3 -1.8 0.5 -0.010
C -2.03387 0.12233 1.08456 1.2 1.6 -0.7 -0.027
C -0.10000 -1.62077 -0.07140 -1.0 0.1 -0.3 -0.163
N -1.31344 1.18016 -0.96636 -1.8 -0.1 1.9 0.027
N 0.24649 -0.27726 0.25252 2.6 1.1 -2.0 -0.100
P 0.78790 0.68697 -2.76690 0.8 -0.3 0.1 0.943
H -1.50262 1.66913 -2.84381 0.2 0.0 -0.3 0.056
H 2.55032 -0.46603 0.33080 0.3 0.9 -0.6 0.094
H 3.40093 0.73801 -0.83745 0.5 0.8 0.4 0.071
H 3.21879 -0.91026 -1.17651 0.9 -0.9 -0.6 0.063
H -0.33605 1.95445 2.02886 0.6 0.3 -0.8 0.081
H -0.63223 2.88658 0.51672 -0.2 0.3 0.0 0.058
H 0.95323 2.01743 0.66638 -1.3 0.1 0.5 0.083
H -1.59593 -0.32940 1.97266 -0.7 -0.5 0.1 0.078
H -2.52510 -0.50491 0.34209 -0.2 -0.5 0.7 0.067
H -2.71444 0.96015 1.34571 0.5 -0.5 -0.1 0.090
H -0.97060 -1.56969 -0.85406 1.6 -1.1 1.0 0.111
H 0.89521 -1.99832 -0.41331 -1.3 -0.8 0.0 0.077
H -0.41602 -2.11525 0.89953 0.2 0.1 -1.3 0.098

[2]
75
Properties=species:S:1:pos:R:3:forces:R:3:lowdin_charge:R:1 method="wB97M-V/def2-TZVPD" e_above_lowest_kcal_mol=22.00 gap_ev=11.247 e_homo_ev=-10.82
C 20.63366 -19.53090 -0.86733 2.1 2.0 -0.8 -0.018
O 20.85769 -18.72903 -2.10267 -0.9 -0.7 1.4 -0.001
C 19.98877 -17.72849 -2.29033 1.2 -0.4 -0.4 -0.634
O 18.89467 -17.62392 -1.79837 0.3 0.1 0.0 0.104
O 20.61616 -16.87587 -3.13544 -1.5 0.3 0.1 -0.024
C 19.71784 -15.76805 -3.50375 0.6 -1.0 0.9 -0.005
H 21.57120 -20.04391 -0.79983 0.6 -0.3 0.3 0.086
H 19.89371 -20.25248 -0.87904 -1.9 -1.0 -0.7 0.034
H 20.52657 -18.86379 -0.01564 -0.1 0.0 -0.1 0.034
H 19.13949 -15.59816 -2.56008 0.0 0.4 -1.5 0.101
H 19.18891 -16.05225 -4.42113 -0.4 0.0 0.6 0.099
H 20.38108 -14.96711 -3.76271 0.2 0.6 0.1 0.078
C 17.10443 -20.83520 5.08145 -0.2 0.0 0.4 -0.051
O 16.57713 -21.43829 3.88480 0.7 -0.8 -0.2 -0.084
C 15.38084 -22.03733 3.80485 -0.1 1.6 0.3 -0.584
O 14.51620 -22.00133 4.65159 0.5 -0.7 -0.7 0.121
O 15.30105 -22.48169 2.53946 0.8 0.0 0.2 -0.012
C 14.10328 -23.07551 2.13516 -1.2 -1.8 3.4 -0.055
H 16.48114 -21.10213 5.97525 0.5 0.4 -0.9 0.104
H 17.06441 -19.74879 4.83442 0.3 -0.7 0.8 0.062
H 18.17658 -21.19414 5.25277 -1.5 0.5 -0.5 0.096
H 14.21948 -23.72332 1.31744 0.6 -0.3 -1.3 0.078
H 13.32197 -22.37838 2.05019 -0.9 1.2 -0.7 0.080
H 13.72367 -23.74187 2.97844 0.5 0.6 -0.9 0.120
C 24.43805 -22.14730 5.47902 -2.1 0.9 0.1 0.020
O 23.56081 -20.92825 5.49745 1.1 -0.8 -0.1 -0.053
C 24.13637 -19.85333 6.03242 1.1 1.2 -0.5 -0.609
O 25.31437 -19.68723 6.30154 -1.2 -0.6 0.0 0.107
O 23.20496 -18.89769 6.11145 -0.9 -0.7 -0.5 -0.021
C 23.55202 -17.59286 6.52476 1.4 0.0 0.4 -0.052
H 24.45742 -22.41153 6.51572 0.8 -0.4 0.5 0.088
H 25.39294 -21.98492 4.99486 0.0 0.1 0.1 0.096
H 23.79542 -22.88648 4.98886 0.4 0.2 -0.2 0.076
H 24.54805 -17.33834 6.16881 0.1 0.0 -0.3 0.087
H 23.67421 -17.61996 7.61879 -0.6 0.5 -0.3 0.105
H 22.85946 -16.86957 6.07871 -0.1 -0.5 0.6 0.083
C 16.45603 -14.13186 0.12465 1.0 2.8 0.4 -0.001
O 16.86349 -13.77344 1.50696 0.4 -1.3 -0.3 -0.032
C 17.89480 -14.52505 1.96709 -1.0 2.1 0.4 -0.635
O 18.44354 -15.33766 1.30846 1.2 -1.8 -0.7 0.082
O 18.22942 -14.10368 3.19046 -0.7 -0.2 -0.2 -0.003
C 19.30971 -14.75884 3.86879 -0.4 -0.4 0.0 -0.028
H 17.21412 -13.61006 -0.56671 -1.3 -0.9 0.8 0.120
H 15.48585 -13.62684 0.10914 0.2 -0.2 -0.5 0.089
H 16.36985 -15.16956 -0.11545 0.2 -0.7 0.4 0.078
H 19.08763 -15.81797 4.11951 -0.1 0.7 -0.2 0.100
H 19.42282 -14.15682 4.76942 0.2 -0.3 0.0 0.098
H 20.19160 -14.73499 3.24719 0.3 0.1 -0.1 0.045
C 12.71314 -17.44450 3.92773 -0.2 0.3 -2.9 -0.013
O 13.73203 -16.48123 3.51554 -0.7 0.6 0.5 -0.030
C 13.30900 -15.19756 3.57101 0.3 0.3 -0.4 -0.612
O 12.19945 -14.79525 3.79156 -0.5 -0.7 0.3 0.119
O 14.31157 -14.36686 3.29270 0.7 -1.0 -0.1 -0.017
C 13.99354 -12.98327 3.41055 -1.5 -0.5 1.5 -0.034
H 13.16136 -18.40430 3.72080 0.1 -0.2 -0.1 0.081
H 11.80458 -17.32532 3.25576 1.0 -0.1 1.2 0.122
H 12.50781 -17.38015 4.95400 -0.5 0.4 1.3 0.076
H 14.88891 -12.47486 3.16411 0.6 0.6 -0.7 0.076
H 13.76541 -12.78042 4.48425 0.1 0.0 -0.7 0.110
H 13.06603 -12.77284 2.85241 0.7 0.3 -0.1 0.105
Cl 21.57454 -16.01691 0.54833 -0.8 0.1 -0.3 0.629
C 22.85095 -16.60578 1.54771 0.5 -0.2 0.5 -1.519
Cl 22.69355 -18.32049 1.95253 0.0 0.1 0.0 0.543
Cl 22.98871 -15.63924 3.05577 0.1 -0.2 -0.4 0.525
H 23.75263 -16.49838 0.96591 0.3 0.1 0.3 0.011
Cl 19.07932 -24.04017 3.66474 0.3 0.0 0.4 0.544
C 19.89418 -22.77930 2.73648 -0.2 -0.2 -0.3 -1.541
Cl 20.58797 -23.50454 1.26525 -0.2 0.3 0.1 0.512
Cl 21.16121 -21.91104 3.60944 -0.3 -0.2 0.2 0.540
H 19.08131 -22.10341 2.48264 0.4 0.3 -0.2 -0.039
Cl 16.74508 -17.92373 2.49034 -0.5 0.5 0.3 0.637
C 18.11160 -18.61850 1.71614 0.0 -2.1 0.3 -1.438
Cl 17.56470 -20.06343 0.73669 0.3 0.7 0.4 0.544
Cl 19.32540 -19.18154 2.91364 -0.3 0.3 -0.4 0.527
H 18.59313 -17.93425 1.07064 0.3 0.7 -0.7 -0.028

[3]
16
Properties=species:S:1:pos:R:3:forces:R:3:lowdin_charge:R:1 method="wB97M-V/def2-TZVPD" e_above_lowest_kcal_mol=143.70 gap_ev=8.504 e_homo_ev=-7.76
O -1.80235 -0.08186 0.85187 -0.6 -0.4 -0.8 -0.026
C -1.28862 -0.06885 -0.43779 4.4 -2.8 1.2 -0.626
C -0.85077 -1.25647 -1.02933 -2.3 1.2 -0.2 -0.018
C 1.27966 -0.45161 0.80959 4.2 3.2 1.5 -0.077
C 2.21115 0.60085 0.96778 -1.2 -4.0 -0.3 -0.055
C -0.54564 1.17748 -0.70368 -5.6 1.2 -1.5 0.029
H -2.15646 -0.98109 0.97085 0.1 0.5 0.2 0.111
H -2.09764 1.24248 -1.01292 2.8 1.3 0.6 0.236
H -1.27234 -2.21547 -0.73228 -0.2 0.1 0.0 0.046
H -0.54600 -1.18004 -2.06973 0.5 -0.1 0.3 0.054
H 1.65067 -1.22256 0.13035 -1.3 0.2 0.1 0.063
H 0.56976 -0.47949 1.62843 -0.4 -0.8 -0.6 0.055
H 2.36900 1.05733 1.94481 -0.6 0.7 -0.5 0.042
H 3.08445 0.50775 0.31742 -0.2 0.6 0.1 0.034
H -0.26250 1.86393 0.08849 -0.4 -0.3 0.0 0.068
H -0.34238 1.48763 -1.72385 0.7 -0.6 0.1 0.064